Record 1
{"formula": "C2H5EuO3", "method": "ωB97M-V/def2-TZVPD", "total_energy_ha": -1014.89078, "e_above_lowest_kcal_mol": 0.0, "spin_multiplicity": 8, "total_charge": 1, "gap_ha": [0.2787, 0.2915], "symbols": ["Eu", "O", "O", "O", "C", "C", "H", "H", "H", "H", "H"], "coordinates": [[-1.06427, -1.67738, 0.29909], [-2.50071, -0.16303, -0.45502], [-1.63301, 0.69721, 0.35525], [1.27967, -2.18482, 0.38967], [2.37923, -1.65808, 0.47778], [-1.15049, 1.76361, -0.42835], [-1.58681, 1.70473, -1.43517], [-1.45955, 2.68265, 0.08525], [-0.03877, 1.72867, -0.51561], [3.28726, -2.27915, 0.40833], [2.48746, -0.61440, 0.81878]], "forces_ev_per_a": [[-1.34, 0.56, 0.02], [0.33, -0.17, 0.01], [0.06, -1.24, 0.29], [1.04, 0.59, -0.34], [-0.06, -0.69, 1.11], [0.47, 0.71, -0.46], [0.07, 0.10, 0.41], [0.19, -0.07, -0.36], [-0.64, 0.02, 0.12], [-0.12, 0.24, -0.35], [-0.01, -0.06, -0.44]]}

---

Record 2
{"formula": "C59H75BN7O13V", "method": "ωB97M-V/def2-TZVPD", "total_energy_ha": -4623.26516, "spin_multiplicity": 4, "total_charge": 1, "gap_ha": [0.2043, 0.2075], "symbols": ["V", "O", "O", "O", "O", "O", "O", "O", "O", "O", "O", "O", "O", "O", "N", "N", "N", "N", "N", "N", "N", "C", "C", "C", "C", "C", "C", "C", "C", "C", "C", "C", "C", "C", "C", "C", "C", "C", "C", "C", "C", "C", "C", "C", "C", "C", "C", "C", "C", "C", "C", "C", "C", "C", "C", "C", "C", "C", "C", "C", "C", "C", "C", "C", "C", "C", "C", "C", "C", "C", "C", "C", "C", "C", "C", "C", "C", "C", "C", "C", "B", "H", "H", "H", "H", "H", "H", "H", "H", "H", "H", "H", "H", "H", "H", "H", "H", "H", "H", "H", "H", "H", "H", "H", "H", "H", "H", "H", "H", "H", "H", "H", "H", "H", "H", "H", "H", "H", "H", "H", "H", "H", "H", "H", "H", "H", "H", "H", "H", "H", "H", "H", "H", "H", "H", "H", "H", "H", "H", "H", "H", "H", "H", "H", "H", "H", "H", "H", "H", "H", "H", "H", "H", "H", "H", "H"], "coordinates": [[-3.83102, -1.93343, -3.48199], [1.11494, 6.18526, 1.26220], [0.26759, 1.29628, 5.52484], [0.67326, 1.03818, 0.26975], [1.52137, 1.56553, 2.34274], [0.99664, -0.59609, -1.52804], [0.36785, -1.24776, 0.75441], [-1.18415, -0.19757, -0.72965], [1.18522, -1.24832, 2.82695], [0.31260, -1.54649, -3.46078], [5.65145, -1.79734, -2.26447], [-2.26791, -0.60114, -2.65746], [-3.34483, 4.61638, 4.12022], [1.42908, -5.67935, -6.02248], [-2.99388, -3.34345, 1.74116], [-0.07029, 2.07749, -5.22030], [-1.40750, -5.85655, 4.50711], [-3.99790, 2.70811, -1.33068], [-3.01475, -2.38111, -5.47157], [-4.71736, 0.06364, -3.91770], [4.32772, -1.29308, 6.51493], [-2.30285, 4.87451, -1.25890], [-6.13744, 2.23400, -4.89586], [-2.08460, 2.88142, 3.20960], [-3.01536, 2.26370, 4.25843], [2.70881, -5.54507, -6.61687], [4.12292, -1.89835, 4.20805], [-1.68928, -2.55669, -7.94998], [-2.58377, -2.18402, 2.30984], [-1.26804, -1.65212, -6.98437], [-4.17216, 0.90592, -4.81542], [1.65550, 6.26992, -0.04714], [-4.03105, -3.88544, 3.83494], [2.58036, 5.03201, -0.19184], [1.74764, -3.38641, -6.22046], [-3.92363, 3.42821, 4.65369], [4.28514, -0.95663, 5.22916], [-1.26269, -0.48940, -1.98149], [1.38517, 4.92752, 1.94726], [0.38064, 0.18570, 6.39974], [0.89625, -0.68032, 1.81639], [-6.00210, 0.26622, -3.57607], [-3.73255, -4.16538, 2.48827], [-2.02988, 3.74163, -0.47446], [-2.79005, -3.37157, -7.65357], [-6.77665, 1.33685, -4.04939], [3.09706, -4.10703, -6.25017], [6.59851, -1.82534, -1.21641], [-0.88257, -4.28338, 6.21443], [-4.86406, 1.95586, -5.37497], [-2.80232, -1.84286, 3.62255], [0.01130, -3.95776, 4.04992], [1.54605, 1.97261, 5.51822], [-2.93540, 2.71038, -0.51923], [2.15716, 1.61206, 6.87804], [-3.50913, 4.96239, -1.94820], [-3.43273, -3.20147, -6.44697], [2.65838, 4.47041, 1.18243], [4.50692, -0.99510, -1.93112], [-2.01321, 4.31270, 3.77848], [-4.27252, 3.78658, -2.04719], [4.26196, -3.59372, 5.86753], [0.38294, 2.66735, -6.32619], [-0.09427, -3.54525, 5.38990], [2.05284, 3.87375, -5.07683], [-1.95434, -1.59932, -5.79002], [1.08709, 0.83107, 1.51951], [0.56894, 2.29440, -4.08793], [4.52787, -1.09823, -0.42600], [4.07769, -3.24406, 4.53065], [-1.50913, -5.45199, 5.77632], [0.13409, -0.93106, -2.45557], [0.76456, -4.44880, -5.75227], [1.67056, 3.14365, -3.95377], [4.29273, -2.59169, 6.82529], [1.20012, 0.67405, 7.56816], [-0.64439, -5.11131, 3.68422], [1.28754, 3.72643, -6.23361], [6.02212, -0.93560, -0.10479], [-3.56458, -2.73362, 4.39240], [0.26760, -0.23488, -0.31950], [-3.10885, 0.84934, -5.01462], [1.37426, 3.03684, 5.36930], [-1.04683, -3.90053, 7.21705], [3.57203, -1.34987, -2.36872], [-1.66387, 4.95551, 2.96617], [1.58078, 4.19959, -7.16280], [2.61314, -5.75266, -7.68927], [3.76349, -3.64779, -6.97784], [4.29515, 0.09915, 4.99076], [-2.55959, 2.97315, 2.22997], [-1.36475, 4.48151, 4.64443], [-0.71127, -5.35748, 2.63016], [3.81164, -0.46576, 0.10806], [4.02452, -1.48575, 3.21266], [-4.66965, -4.57307, 4.37278], [-6.48464, -0.53053, -3.02247], [1.57493, -2.90244, -7.18441], [-2.76319, 1.83342, 0.09295], [-7.79629, 1.36603, -3.69926], [-4.91903, 3.41753, 4.20193], [-0.24601, -4.50441, -6.16326], [1.83339, -2.60021, -5.46690], [0.59381, 1.09065, 8.37041], [4.38247, -4.64342, 6.09901], [4.24590, -2.10104, -0.09197], [-6.75628, 3.05765, -5.23055], [3.45762, -6.25752, -6.26938], [3.49254, 5.41573, -0.65994], [3.51782, -4.15642, -5.24691], [2.22284, 1.57507, 4.76108], [-0.06300, 2.42398, -7.28213], [2.86164, 4.58651, -5.16335], [0.85863, -0.68149, 5.92664], [-5.27591, 3.72919, -2.45777], [0.62242, -3.45570, 3.31210], [1.65984, 5.04274, 2.99128], [-2.37076, -0.98794, 4.12433], [-3.72893, 5.87746, -2.47903], [0.25086, 1.83293, -3.15722], [2.70567, 3.38778, 1.06728], [-3.05295, -4.12976, -8.37562], [3.09968, 1.10034, 6.66499], [-2.11665, -6.06949, 6.42302], [6.69416, -2.83216, -0.80279], [0.46876, -2.65732, 5.64665], [0.90329, 6.27499, -0.84118], [-1.20028, 2.26238, 3.05807], [6.29545, 0.11886, -0.13509], [-1.56629, 5.66341, -1.17037], [6.31184, -1.35346, 0.85952], [2.19316, 4.42725, -1.01749], [3.46466, 4.89329, 1.77814], [4.48612, -2.89388, 7.84718], [-0.58807, -0.16879, 6.76294], [-4.01203, 3.48904, 5.74515], [-1.59804, -0.88501, -5.05818], [-3.81809, -2.41303, 5.39514], [-3.64375, 1.44451, 3.89362], [2.12856, 3.33895, -2.99464], [1.73447, -0.20396, 7.94218], [0.68013, -4.36540, -4.66201], [-4.33255, 2.60468, -6.05500], [-4.04220, -5.06374, 1.97157], [-4.31944, -3.80156, -6.27319], [4.10503, -3.99506, 3.75258], [0.52313, 4.27309, 1.82036], [-1.23622, -2.65349, -8.92679], [7.58113, -1.45848, -1.51748], [-2.42240, 1.81829, 5.05767], [-0.42470, -1.00340, -7.17011], [2.50302, 2.47979, 7.44465], [4.66849, -0.01998, -2.40453], [-2.06971, -1.53136, 1.61434], [2.22761, 7.19162, -0.15731], [-1.08570, 3.57447, 0.02740]], "forces_ev_per_a": [[1.33, 2.23, -0.45], [-0.74, 0.41, 0.93], [-0.04, 0.03, -0.52], [0.08, 0.33, -0.41], [0.03, 0.94, -0.53], [-0.05, -0.12, -0.19], [-0.14, 0.20, -1.46], [-0.63, 0.43, -1.16], [0.02, 0.34, -0.03], [0.12, -0.05, -0.48], [-0.25, -0.46, -1.28], [-1.86, -0.85, -0.70], [0.28, 0.09, -0.06], [-0.53, -1.54, 0.29], [-0.50, 0.58, 0.31], [-0.27, -1.43, -0.43], [0.26, 0.15, 0.22], [0.00, -0.73, 0.44], [0.21, 0.89, -0.14], [-0.47, -0.99, -0.37], [-0.02, 0.11, 0.31], [0.19, -0.45, 1.15], [-1.32, -0.28, -0.37], [-0.50, -0.14, 0.56], [-0.61, -0.79, -0.68], [-0.11, 0.95, -0.44], [-0.12, 0.76, 0.23], [-0.64, -0.33, 0.38], [0.14, -0.43, -0.77], [-0.26, -0.31, -0.63], [0.40, 0.30, 0.43], [0.53, -0.80, 0.36], [-0.63, -0.94, -0.96], [-0.26, 2.05, -1.89], [0.39, 1.01, 0.35], [-0.15, 0.24, 0.34], [-0.70, -0.85, 0.04], [1.12, -0.78, 1.42], [0.95, 0.39, -2.53], [-0.43, -0.10, 0.27], [0.35, -0.13, 0.72], [-0.43, 0.08, -0.86], [0.75, 0.71, 0.30], [0.02, 0.24, -1.08], [0.97, 0.66, -0.21], [1.55, -1.11, 0.72], [-0.32, -0.69, -0.53], [-0.10, 0.86, 0.91], [-0.64, 0.00, 1.48], [0.01, 0.41, 0.75], [-0.25, -0.79, 0.50], [0.32, -0.40, 0.62], [-0.46, -0.65, 0.79], [-0.05, -0.35, -0.44], [1.65, 0.77, -0.01], [0.77, -0.55, -0.51], [-0.52, -1.08, -0.04], [-0.47, -1.21, 0.65], [0.59, -0.41, 0.03], [0.91, 0.00, -1.01], [-0.29, 0.84, 1.31], [-0.50, -0.09, -0.68], [-0.22, 1.62, 0.90], [0.84, 0.16, -2.16], [-0.92, 0.20, -0.50], [0.41, 0.27, 0.51], [-0.05, -1.46, 0.89], [0.83, 0.86, 0.86], [-0.33, 0.40, 1.04], [0.95, 0.36, 0.07], [0.47, 0.33, -1.01], [0.07, 0.14, -0.15], [1.21, -0.43, 0.36], [-0.06, 0.65, -0.62], [0.94, -0.32, -0.46], [0.44, -0.92, 0.09], [-1.13, 0.03, -0.07], [0.93, -1.56, -0.84], [-0.61, -0.26, 0.16], [0.31, 1.18, 0.06], [0.11, -0.06, 1.64], [-0.01, -0.47, -0.06], [-0.11, -0.04, -0.10], [0.01, -0.37, 0.11], [0.28, -0.62, -0.09], [-0.22, 0.45, 0.26], [-0.02, 0.29, 0.15], [0.04, 0.39, -0.12], [0.26, -0.01, 0.28], [0.16, 0.08, 0.03], [-0.24, -0.03, 0.10], [0.18, -0.46, -0.01], [0.29, -0.37, 0.02], [0.37, 0.46, -0.12], [0.02, -0.41, -0.18], [0.10, 0.00, 0.14], [0.06, 0.15, 0.41], [-0.36, -0.27, -0.06], [-0.17, -0.15, -0.08], [-0.08, 0.49, -0.19], [0.00, -0.50, 0.23], [0.11, 0.31, -0.33], [-0.32, 0.19, -0.20], [0.01, 0.24, -0.14], [-0.16, 0.06, 0.36], [-0.10, -0.19, -0.49], [0.44, 0.24, -0.25], [-0.44, -0.19, 0.54], [0.42, -0.28, 0.63], [0.26, 0.31, -0.09], [-0.43, 0.09, -0.43], [-0.21, -0.11, 0.08], [0.11, -0.02, 0.67], [0.20, 0.29, -0.27], [0.26, 0.39, -0.70], [-0.10, 0.25, 0.20], [-0.49, 0.48, 0.09], [-0.04, 0.29, -0.41], [-0.32, -0.08, -0.07], [-0.45, -0.25, -0.25], [0.35, -0.01, 0.73], [-0.52, 0.02, 0.15], [-0.14, -0.24, 0.21], [-0.03, 0.07, 0.16], [0.05, -0.15, -0.32], [-0.28, -0.03, 0.49], [-0.39, -0.01, 0.25], [0.39, 0.48, 0.37], [0.27, -0.06, -0.22], [-0.29, 0.34, -0.40], [-0.14, 0.22, 0.12], [-0.30, -0.68, 0.68], [0.45, -0.32, -0.37], [-0.32, 0.35, 0.23], [-0.29, 0.32, -0.47], [-0.10, 0.16, -0.09], [-0.12, -0.19, 0.24], [0.04, -0.40, 0.14], [0.15, 0.00, -0.24], [0.12, -0.39, 0.03], [0.06, 0.26, 0.41], [-0.21, 0.01, -0.03], [-0.16, 0.07, -0.07], [-0.18, -0.19, 0.31], [0.04, 0.02, 0.31], [-0.34, -0.07, 0.01], [0.02, -0.18, 0.15], [0.29, 0.09, 0.11], [-0.05, -0.17, -0.39], [0.01, 0.45, 0.25], [-0.02, 0.10, 0.22], [-0.53, 0.06, 0.16], [-0.04, 0.39, 0.67], [0.22, 0.09, 0.23], [-0.09, 0.15, 0.28], [-0.06, 0.41, 0.29]]}

---

Record 3
{"formula": "C32H43AsN8S3Zr", "method": "ωB97M-V/def2-TZVPD", "total_energy_ha": -5160.37085, "e_above_lowest_kcal_mol": 12.0, "total_charge": 2, "gap_ha": 0.2571, "symbols": ["Zr", "As", "S", "S", "S", "N", "N", "N", "N", "N", "N", "N", "N", "C", "C", "C", "C", "C", "C", "C", "C", "C", "C", "C", "C", "C", "C", "C", "C", "C", "C", "C", "C", "C", "C", "C", "C", "C", "C", "C", "C", "C", "C", "C", "C", "H", "H", "H", "H", "H", "H", "H", "H", "H", "H", "H", "H", "H", "H", "H", "H", "H", "H", "H", "H", "H", "H", "H", "H", "H", "H", "H", "H", "H", "H", "H", "H", "H", "H", "H", "H", "H", "H", "H", "H", "H", "H", "H"], "coordinates": [[0.26689, -0.33889, 0.32534], [-1.76588, -1.11245, -1.33849], [1.14870, 4.25890, 1.66040], [0.61257, -2.95104, 0.44245], [0.04216, 1.50229, -1.50191], [1.92451, -1.23306, -0.97396], [2.69797, -3.45923, -1.17812], [1.11041, 6.09164, 3.62376], [0.97711, -0.26488, 2.56504], [-1.46987, -1.41445, 1.96704], [3.09217, 5.26874, 3.26838], [2.02659, 1.21455, 0.55852], [-1.00590, 1.35752, 1.33299], [2.46102, -0.31977, 2.44665], [-3.25149, 2.80780, -3.42291], [-3.75695, -3.06625, -2.09902], [3.00132, 0.83997, 1.61630], [-0.38956, -1.22008, -3.90076], [3.63993, -3.04414, -2.03125], [0.62515, -3.19888, -4.82850], [-0.85675, -1.96881, -2.82780], [-4.17598, -1.94040, -0.01128], [-2.45994, 0.47824, -2.16159], [4.55597, -4.07569, -2.59723], [2.86226, -0.81657, -1.84149], [0.34915, -1.83957, -4.90140], [1.88367, -2.54529, -0.68056], [0.14996, -3.94793, -3.75947], [-5.39575, -2.59018, 0.10476], [-3.34753, -2.18372, -1.10500], [-4.11818, 1.72302, -3.37212], [-3.72208, 0.55571, -2.73689], [-1.99443, 2.73569, -2.83915], [3.35293, 6.33411, 4.24746], [0.53838, 1.00651, 3.22905], [-0.94371, -1.61469, 3.34829], [-5.79391, -3.48374, -0.87974], [1.93565, 6.87448, 4.54430], [-0.58409, -3.33305, -2.75488], [0.55680, -1.44557, 3.37121], [-0.83899, 1.49029, 2.80359], [-4.97866, -3.71596, -1.97765], [3.75890, -1.69004, -2.38435], [-1.59342, 1.56488, -2.20149], [1.80316, 5.22894, 2.88472], [1.84389, 7.93762, 4.33319], [3.94507, 0.53920, 1.16635], [1.03732, -2.32124, 2.94512], [2.83829, 0.22957, -2.12836], [4.85699, -3.82481, -3.61303], [1.63969, 6.69825, 5.57581], [-0.95037, -3.92614, -1.92699], [1.65343, 2.14899, 0.75161], [-3.55512, 3.71984, -3.91983], [3.82674, 5.92833, 5.13740], [-1.42349, -0.89849, 4.00983], [-2.43967, -1.12636, 2.02710], [2.48407, 1.33061, -0.34068], [4.51167, -1.35090, -3.08148], [-1.50954, -2.32082, 1.50728], [-5.09757, 1.78371, -3.82753], [4.07902, -5.05169, -2.57059], [3.19566, 1.71866, 2.23027], [-3.14041, -3.24501, -2.96707], [-4.39691, -0.29069, -2.69540], [-3.90331, -1.20648, 0.73622], [-5.29633, -4.40134, -2.75212], [-1.99444, 1.36063, 1.09216], [3.80176, 4.94194, 2.63530], [1.25081, 1.79324, 2.98683], [0.69886, -1.25743, -5.74401], [0.12860, 6.24202, 3.47078], [0.56448, 0.87323, 4.31395], [2.92142, -0.32440, 3.43789], [-1.32250, 3.58373, -2.87465], [-6.74759, -3.98814, -0.79782], [-6.03798, -2.39343, 0.95320], [1.19937, -3.67732, -5.61118], [4.00242, 7.09869, 3.82610], [-1.63867, 0.94244, 3.29212], [2.70262, -1.27237, 1.97076], [-1.19417, -2.60511, 3.72852], [0.91647, -1.32951, 4.39724], [0.34392, -5.01151, -3.70607], [-0.92931, 2.53529, 3.09993], [-0.61744, -0.16386, -3.98069], [-0.63966, 2.19007, 0.86607], [5.46170, -4.12790, -1.98681]], "forces_ev_per_a": [[-0.52, -0.34, 0.66], [-0.35, 0.03, -1.01], [0.02, 0.10, 0.02], [0.22, 0.32, -0.13], [0.02, -0.30, -0.03], [0.11, 0.01, 0.00], [0.05, 0.10, -0.06], [-0.10, 0.05, 0.05], [0.09, 0.18, 0.34], [0.49, -0.28, -0.06], [0.04, 0.05, -0.05], [-0.07, -0.24, -0.03], [0.27, 0.43, 0.32], [-0.03, 0.12, 0.01], [0.04, -0.02, 0.02], [-0.11, -0.06, 0.13], [-0.03, 0.13, -0.06], [-0.07, 0.02, -0.10], [-0.02, -0.11, 0.01], [-0.01, 0.03, 0.02], [0.16, -0.07, 0.20], [-0.08, -0.08, -0.08], [-0.06, -0.05, 0.10], [-0.02, 0.01, 0.05], [-0.18, 0.10, -0.11], [-0.01, -0.02, 0.03], [0.11, -0.22, -0.13], [-0.01, 0.03, 0.00], [0.03, 0.00, 0.01], [-0.05, 0.04, 0.15], [0.00, 0.00, 0.00], [-0.06, 0.05, -0.05], [-0.06, 0.03, -0.03], [-0.08, -0.03, -0.07], [0.11, -0.11, 0.00], [-0.15, 0.00, -0.05], [-0.01, 0.00, -0.01], [0.02, -0.05, -0.09], [0.06, -0.02, -0.07], [0.05, 0.11, -0.11], [-0.14, -0.06, -0.11], [0.01, -0.02, -0.02], [0.05, -0.05, -0.05], [0.12, 0.15, -0.01], [0.03, -0.07, 0.02], [0.01, 0.02, 0.00], [0.03, 0.02, -0.01], [0.04, -0.01, -0.01], [0.00, 0.00, 0.04], [0.00, 0.00, 0.01], [-0.01, -0.03, 0.03], [0.02, -0.01, 0.03], [0.12, 0.11, 0.17], [0.00, 0.00, 0.01], [0.02, -0.01, 0.02], [-0.02, 0.00, 0.02], [0.04, 0.15, -0.03], [0.07, -0.03, 0.04], [-0.03, -0.04, -0.01], [-0.16, 0.00, 0.02], [0.01, 0.01, 0.01], [0.00, -0.01, -0.01], [0.04, 0.01, 0.01], [0.01, 0.00, -0.05], [0.03, -0.01, 0.00], [-0.02, 0.07, 0.00], [0.00, 0.00, 0.00], [0.03, -0.07, -0.07], [-0.01, -0.07, 0.04], [-0.01, -0.02, -0.03], [0.00, -0.01, 0.00], [0.00, -0.01, 0.01], [0.03, 0.02, 0.02], [0.02, -0.01, 0.03], [-0.01, -0.01, -0.01], [0.02, 0.00, 0.01], [0.01, 0.01, -0.01], [-0.02, 0.00, -0.01], [0.00, 0.02, -0.04], [-0.01, -0.02, -0.01], [-0.03, -0.05, 0.00], [-0.03, -0.02, 0.00], [-0.03, 0.02, 0.03], [0.01, 0.02, 0.00], [-0.02, 0.02, 0.01], [0.04, -0.02, 0.04], [-0.06, 0.07, 0.07], [-0.01, 0.01, 0.00]]}

---

Number 1: strongest force on any atom 0.028 Eh/bohr. Number 2: strongest force on any atom 0.054 Eh/bohr. Number 3: strongest force on any atom 0.021 Eh/bohr.